*a*
Below is the molecule C19H32N2O2, with properties calculated with ωB97M-V with the def2-TZVPD basis set.

HOMO (eV): -8.6
SMILES: C=CCCCCCCCCC(=O)NNC1=CC(=O)CC(C)(C)C1

CARTESIAN COORDINATES (ANGSTROEM)
C (8.8326, 3.1945, 0.4122)
C (7.5471, 3.3271, 0.1466)
C (6.5968, 2.1896, -0.0455)
C (5.4580, 2.2351, 0.9777)
C (4.4698, 1.0892, 0.7772)
C (3.3400, 1.1266, 1.8041)
C (2.2536, 0.0836, 1.5379)
C (2.7453, -1.3487, 1.7375)
C (1.6323, -2.3953, 1.6710)
C (1.0929, -2.6382, 0.2557)
C (0.2844, -1.4971, -0.3179)
O (0.5737, -0.8700, -1.3180)
N (-0.8496, -1.2190, 0.3717)
N (-1.6446, -0.1359, -0.0076)
C (-2.9820, -0.2943, -0.2593)
C (-3.6852, -1.3859, 0.1113)
C (-5.1166, -1.4973, -0.0645)
O (-5.7356, -2.5054, 0.2231)
C (-5.8155, -0.2635, -0.6070)
C (-4.9506, 0.5427, -1.5788)
C (-5.6819, 1.8248, -1.9820)
C (-4.6545, -0.2834, -2.8320)
C (-3.6417, 0.9074, -0.8640)
H (9.4809, 4.0437, 0.5471)
H (9.2951, 2.2247, 0.5002)
H (7.1072, 4.3132, 0.0650)
H (7.1309, 1.2414, 0.0414)
H (6.1680, 2.2464, -1.0507)
H (5.8799, 2.1812, 1.9843)
H (4.9322, 3.1890, 0.8901)
H (5.0072, 0.1425, 0.8535)
H (4.0429, 1.1504, -0.2267)
H (3.7527, 0.9770, 2.8049)
H (2.8812, 2.1184, 1.7829)
H (1.8931, 0.2114, 0.5176)
H (1.4177, 0.2688, 2.2186)
H (3.4969, -1.5874, 0.9844)
H (3.2225, -1.4186, 2.7185)
H (0.8215, -2.1046, 2.3435)
H (2.0320, -3.3447, 2.0351)
H (0.4545, -3.5254, 0.2640)
H (1.9250, -2.8225, -0.4250)
H (-1.0952, -1.6695, 1.2394)
H (-1.1175, 0.4674, -0.6344)
H (-3.1959, -2.2565, 0.5224)
H (-6.7484, -0.5745, -1.0797)
H (-6.0744, 0.3592, 0.2552)
H (-6.6140, 1.5845, -2.4872)
H (-5.0698, 2.4171, -2.6590)
H (-5.9136, 2.4312, -1.1089)
H (-4.1319, -1.2018, -2.5771)
H (-5.5812, -0.5486, -3.3350)
H (-4.0387, 0.2839, -3.5268)
H (-2.9569, 1.3930, -1.5637)
H (-3.8563, 1.6242, -0.0646)

=====

*b*
Below is a cluster of 2 separate species, C19H32N2O2 in total, with properties calculated with ωB97M-V with the def2-TZVPD basis set.

HOMO (eV): -9.1
SMILES: CNC(=O)[C@H](CC(C)C)NC(C)=O.CC[C@@H](C)c1ccccc1

CARTESIAN COORDINATES (ANGSTROEM)
C (4.8600, 4.0286, 1.0347)
N (3.8761, 3.1664, 0.3853)
C (2.8993, 2.5165, 1.0252)
O (2.7383, 2.6155, 2.2388)
C (1.9259, 1.6323, 0.2188)
C (2.5168, 0.2300, -0.0448)
C (1.4914, -0.8305, -0.4874)
C (2.2195, -2.0539, -1.0440)
C (0.6220, -1.2916, 0.6847)
N (1.3890, 2.2147, -1.0292)
C (2.0531, 2.6069, -2.1197)
C (1.2131, 3.1975, -3.2273)
O (3.2644, 2.5086, -2.2628)
H (5.5093, 4.4859, 0.2871)
H (5.4629, 3.4360, 1.7252)
H (4.3494, 4.8112, 1.5995)
H (3.9462, 3.0183, -0.6169)
H (1.0770, 1.4972, 0.8892)
H (3.0019, -0.1243, 0.8664)
H (3.2918, 0.3169, -0.8072)
H (0.8523, -0.4294, -1.2739)
H (2.8255, -1.7604, -1.9017)
H (2.8660, -2.4838, -0.2782)
H (1.4945, -2.8009, -1.3672)
H (0.0445, -0.4605, 1.0857)
H (-0.0731, -2.0603, 0.3489)
H (1.2456, -1.7029, 1.4785)
H (0.3934, 2.3617, -1.0479)
H (0.6087, 4.0134, -2.8348)
H (1.8722, 3.5768, -4.0074)
H (0.5707, 2.4219, -3.6391)
C (-2.2300, 0.0227, -1.3565)
C (-2.7412, -1.4205, -1.4152)
C (-3.7857, -1.7260, -0.3238)
C (-4.4939, -3.0497, -0.6521)
C (-3.1559, -1.7427, 1.0627)
C (-2.5867, -2.9035, 1.6200)
C (-2.0134, -2.8807, 2.8956)
C (-1.9883, -1.6937, 3.6308)
C (-2.5423, -0.5313, 3.0909)
C (-3.1265, -0.5598, 1.8203)
H (-1.6900, 0.2107, -0.4253)
H (-1.5467, 0.2077, -2.1908)
H (-3.0645, 0.7271, -1.4279)
H (-3.1951, -1.5792, -2.3990)
H (-1.8976, -2.1126, -1.3253)
H (-4.5508, -0.9423, -0.3445)
H (-5.1777, -3.3260, 0.1567)
H (-3.7737, -3.8601, -0.7988)
H (-5.0771, -2.9455, -1.5720)
H (-2.5727, -3.8368, 1.0684)
H (-1.5785, -3.7850, 3.3105)
H (-1.5376, -1.6740, 4.6187)
H (-2.5236, 0.3931, 3.6608)
H (-3.5586, 0.3504, 1.4170)

=====

Most favorable structure: *b*. The second most favorable one is 44.5 kcal/mol above it.

=====

*a*
Below is a structure of composition C2H3O3S, with properties calculated with ωB97M-V with the def2-TZVPD basis set.

HOMO (eV): -3.9
Total charge: -1

CARTESIAN COORDINATES (ANGSTROEM)
C (0.4340, -1.4306, 0.4779)
C (-0.7638, 0.3105, -0.7491)
O (0.5267, 1.1822, 1.4647)
O (1.9610, 0.6669, -0.4575)
O (-1.2614, -0.7823, -0.0945)
S (0.7404, 0.3386, 0.2847)
H (0.2306, -1.5878, 1.5475)
H (-0.4505, 0.1116, -1.7838)
H (-1.4169, 1.1910, -0.6899)

=====

*b*
Below is the ion C2H3O3S with charge -1, with properties calculated with ωB97M-V with the def2-TZVPD basis set.

HOMO (spin up / spin down) (eV): -3.2 / -3.2
Total charge: -1

CARTESIAN COORDINATES (ANGSTROEM)
C (0.0822, 0.9452, 0.3829)
C (1.3949, -0.8601, -0.3580)
O (-1.3871, -0.9411, -0.2720)
O (-2.5357, 1.1969, 0.2250)
O (1.1255, 0.1232, 0.4247)
S (-1.4466, 0.5036, -0.5619)
H (0.0706, 1.7366, 1.0764)
H (0.4871, -1.2011, -0.9683)
H (2.2092, -1.5031, 0.0513)

=====

Most favorable structure: *a*. The second most favorable one is 6.3 kcal/mol above it.

=====

*a*
Below is a cluster of 16 separate species, H32O16 in total, with properties calculated with ωB97M-V with the def2-TZVPD basis set.

HOMO (eV): -9.8

CARTESIAN COORDINATES (ANGSTROEM)
O (1.0530, -16.6960, 7.0950)
H (0.4970, -16.5040, 7.8400)
H (1.7270, -16.0520, 7.2990)
O (0.6970, -16.5140, 10.1030)
H (1.3490, -16.6130, 10.7750)
H (0.5720, -17.3240, 9.6020)
O (2.8410, -14.2610, 12.8490)
H (1.9390, -14.3550, 13.0780)
H (3.1810, -15.1160, 12.6670)
O (3.5680, -18.9490, 10.6960)
H (3.6640, -18.4660, 11.5490)
H (3.2440, -18.2670, 10.0900)
O (5.0580, -14.1830, 8.2940)
H (4.2690, -14.3060, 7.7640)
H (4.8600, -14.4870, 9.2060)
O (2.8270, -11.4050, 13.0510)
H (2.9210, -11.0230, 12.1750)
H (2.6420, -12.3190, 12.9450)
O (0.3330, -13.0440, 12.1570)
H (-0.3170, -12.3260, 12.2390)
H (-0.2110, -13.8600, 12.0560)
O (1.9420, -11.4400, 10.3840)
H (1.7510, -11.5020, 9.4220)
H (1.2100, -11.9120, 10.7740)
O (3.0050, -16.8670, 12.3470)
H (3.5470, -17.0980, 13.0610)
H (2.1810, -17.1840, 12.6670)
O (2.2910, -12.4760, 7.9780)
H (1.5400, -12.9980, 7.6220)
H (2.5880, -13.0370, 8.6790)
O (2.5660, -14.4110, 9.8580)
H (2.6850, -14.3180, 10.8300)
H (2.6780, -15.3760, 9.6800)
O (5.5000, -15.5810, 10.6290)
H (5.5300, -15.7110, 11.5950)
H (6.3980, -15.6460, 10.2790)
O (3.5420, -16.8460, 9.1810)
H (4.1760, -17.2140, 8.5190)
H (4.1640, -16.5500, 9.8650)
O (-0.0620, -13.8370, 9.1560)
H (0.6110, -14.3950, 9.5950)
H (-0.6000, -13.6160, 9.8860)
O (3.0840, -15.0540, 6.7380)
H (3.4090, -15.9240, 6.5840)
H (3.5850, -14.6440, 6.0260)
O (4.5100, -12.2170, 10.5780)
H (3.6090, -12.0550, 10.6040)
H (4.8240, -12.7440, 11.3220)

=====

*b*
Below is a cluster of 16 separate species, H32O16 in total, with properties calculated with ωB97M-V with the def2-TZVPD basis set.

HOMO (eV): -9.2

CARTESIAN COORDINATES (ANGSTROEM)
O (-6.0776, 13.3270, -7.7821)
H (-5.6055, 12.4718, -8.0384)
H (-6.5100, 13.0458, -6.9680)
O (-11.1602, 14.0503, -2.9249)
H (-11.9924, 14.1151, -2.4803)
H (-11.1201, 14.7132, -3.5648)
O (-11.9297, 15.7132, -4.9445)
H (-12.8820, 15.8836, -4.9156)
H (-11.6833, 15.3955, -5.8290)
O (-6.4363, 14.3868, -3.6784)
H (-6.4786, 14.6575, -4.5953)
H (-6.9907, 13.6222, -3.6369)
O (-8.3403, 17.1866, -6.7839)
H (-7.6427, 16.5229, -6.6324)
H (-7.9085, 17.9608, -7.2024)
O (-8.8546, 14.3032, -5.7811)
H (-8.6620, 14.3813, -6.6918)
H (-9.5498, 13.6506, -5.7161)
O (-6.9722, 12.1707, -5.5127)
H (-6.4040, 11.5380, -5.0325)
H (-7.7485, 12.2446, -4.9705)
O (-8.9995, 16.4171, -3.9262)
H (-8.5800, 17.2600, -4.2590)
H (-8.9322, 15.7984, -4.6730)
O (-9.5948, 16.2588, -9.6059)
H (-8.9701, 15.5747, -9.3581)
H (-10.1595, 15.8821, -10.3136)
O (-9.6443, 10.1164, -5.0184)
H (-9.9103, 11.0294, -5.1651)
H (-10.4660, 9.6796, -4.7792)
O (-11.2770, 15.4551, -7.6922)
H (-12.1964, 15.6794, -7.8054)
H (-10.7657, 15.9321, -8.3718)
O (-8.6398, 12.4008, -3.4112)
H (-9.0418, 13.0846, -2.8955)
H (-8.4313, 11.8099, -2.6805)
O (-8.5827, 13.9704, -8.5499)
H (-9.1495, 13.2781, -8.2418)
H (-7.6357, 13.7056, -8.5077)
O (-11.1004, 12.4197, -5.2510)
H (-11.7930, 12.6393, -5.8768)
H (-11.4737, 12.8583, -4.4437)
O (-6.1969, 15.5804, -6.3857)
H (-5.4895, 16.2321, -6.4443)
H (-6.0597, 14.9088, -7.0657)
O (-8.8087, 11.3635, -7.6084)
H (-8.1154, 11.6108, -7.0169)
H (-8.4541, 10.7700, -8.2469)

=====

Most favorable structure: *b*. The second most favorable one is 47.0 kcal/mol above it.